*a*
DFT (wB97M-V/def2-TZVPD) results for a 4-piece molecular cluster, C2H11O4 overall.

The geometry in XYZ format:
```
17
Properties=species:S:1:pos:R:3:nbo_charge:R:1
C -0.235 -0.774 0.846 -0.08
O -0.326 0.176 -0.145 -1.00
C 1.167 -0.830 1.480 -0.65
H -1.167 -0.940 1.496 0.12
H -0.158 -1.705 0.267 0.11
H 1.777 -1.787 1.312 0.17
H 1.851 -0.028 1.194 0.23
H 1.048 -1.021 2.537 0.18
H -0.092 1.355 1.427 0.50
H 0.512 2.708 1.129 0.46
O 0.167 2.162 1.880 -0.98
H 1.528 -0.921 -1.617 0.45
H 0.965 0.466 -1.234 0.52
O 1.795 0.061 -1.665 -1.02
H -1.711 -0.714 -1.736 0.50
H -2.404 -1.219 -2.887 0.44
O -2.603 -0.720 -2.050 -0.94
```

Values from the calculation:
Gap between HOMO and LUMO in eV: 7.35
Total charge: -1
LUMO in eV: 3.9
HOMO energy in eV: -3.4763

*b*
DFT (wB97M-V/def2-TZVPD) results for a 4-piece molecular cluster, C2H11O4 overall.

The geometry in XYZ format:
```
17
Properties=species:S:1:pos:R:3:nbo_charge:R:1
C -0.243 0.081 -0.564 -0.02
O 0.202 0.018 0.720 -0.96
C 0.472 -0.863 -1.549 -0.64
H -1.326 0.022 -0.734 0.12
H -0.085 1.125 -0.966 0.05
H 1.244 -1.451 -1.045 0.21
H -0.237 -1.560 -2.001 0.19
H 0.989 -0.332 -2.358 0.18
H -1.956 1.233 2.519 0.44
H -1.106 0.280 1.611 0.51
O -2.047 0.468 1.947 -1.03
H -1.069 -2.343 0.992 0.46
H 0.309 -1.846 1.160 0.51
O -0.183 -2.703 1.105 -1.00
H 1.184 2.260 -0.737 0.48
H 2.134 2.596 0.331 0.47
O 1.715 3.014 -0.433 -0.96
```

Values from the calculation:
Gap between HOMO and LUMO in eV: 8.04
Total charge: -1
LUMO in eV: 4.1
HOMO energy in eV: -3.9001

Which of them is the most stable? Correct choice: *b*.